Entry 1:
{"formula": "C34H27N6O4RuS", "method": "ωB97M-V/def2-TZVPD", "multiplicity": 2, "s_squared": 0.755, "homo_energy_ha": [-0.2603, -0.2662], "e_above_lowest_kj_mol": 174.7, "homo_lumo_gap_ev": [6.89, 6.72], "energy_ha": -2434.46790, "symbols": ["Ru", "O", "C", "N", "C", "C", "C", "C", "C", "C", "N", "C", "O", "C", "C", "C", "C", "C", "N", "C", "C", "C", "C", "C", "N", "H", "H", "H", "H", "H", "H", "H", "H", "H", "H", "H", "H", "O", "C", "C", "C", "C", "C", "C", "C", "N", "C", "C", "N", "H", "H", "H", "H", "H", "H", "H", "C", "S", "O", "C", "C", "C", "C", "C", "C", "H", "H", "H", "H", "H", "H", "H", "H"], "positions_angstrom": [[-0.048, -0.425, 0.652], [1.273, -4.023, -0.863], [1.075, -2.884, -0.464], [-0.071, -2.309, -0.050], [-1.358, -2.783, -0.415], [-1.628, -3.965, -1.096], [-2.941, -4.287, -1.420], [-3.982, -3.452, -1.040], [-3.725, -2.271, -0.355], [-2.413, -1.914, -0.062], [-2.027, -0.750, 0.643], [-2.922, 0.167, 1.126], [-3.981, 0.494, 0.619], [-2.519, 0.760, 2.480], [-3.228, 1.831, 3.000], [-2.842, 2.330, 4.235], [-1.792, 1.721, 4.906], [-1.159, 0.641, 4.304], [-1.507, 0.179, 3.110], [2.223, -1.876, -0.492], [3.462, -2.237, -0.981], [4.419, -1.246, -1.150], [4.099, 0.064, -0.830], [2.844, 0.344, -0.317], [1.934, -0.616, -0.140], [-0.816, -4.627, -1.354], [-3.147, -5.202, -1.959], [-5.004, -3.719, -1.275], [-4.530, -1.613, -0.065], [-4.047, 2.247, 2.432], [-3.352, 3.180, 4.668], [-1.468, 2.071, 5.878], [-0.338, 0.131, 4.800], [3.633, -3.275, -1.228], [5.398, -1.491, -1.542], [4.804, 0.870, -0.979], [2.542, 1.348, -0.050], [-0.420, 1.587, 0.747], [0.242, 2.628, 1.136], [-0.152, 3.909, 0.691], [0.492, 5.042, 1.119], [1.556, 4.965, 2.031], [1.943, 3.726, 2.483], [1.310, 2.553, 2.044], [1.728, 1.250, 2.532], [1.237, 0.057, 2.227], [1.967, -0.891, 2.915], [2.910, -0.271, 3.657], [2.746, 1.075, 3.408], [-0.986, 3.956, 0.003], [0.170, 6.009, 0.751], [2.059, 5.857, 2.375], [2.752, 3.675, 3.203], [1.748, -1.941, 2.827], [3.660, -0.647, 4.328], [3.319, 1.812, 3.777], [-1.920, 0.921, -2.220], [-0.224, 0.417, -2.025], [0.621, 1.642, -2.080], [0.018, -0.456, -3.554], [-0.582, -1.698, -3.735], [-0.360, -2.377, -4.921], [0.462, -1.824, -5.897], [1.067, -0.593, -5.690], [0.854, 0.101, -4.506], [-1.987, 1.542, -3.113], [-2.177, 1.476, -1.320], [-2.547, 0.032, -2.299], [-1.206, -2.130, -2.961], [-0.822, -3.343, -5.080], [0.636, -2.362, -6.820], [1.711, -0.172, -6.451], [1.315, 1.059, -4.307]], "mulliken_charge": [-0.680, -0.757, 0.141, 0.263, -0.026, -0.584, -0.631, -0.718, -0.761, 0.413, 0.598, -0.270, -0.712, 0.402, -0.531, -0.434, -0.731, -0.188, -0.042, 0.480, -0.571, -0.604, -1.088, -0.435, 1.180, 0.505, 0.416, 0.403, 0.470, 0.488, 0.436, 0.418, 0.477, 0.591, 0.429, 0.518, 0.518, 1.442, 0.086, -1.176, -0.678, -1.005, -1.168, 0.620, 0.333, 1.186, -1.062, -0.970, -0.081, 0.462, 0.456, 0.423, 0.339, 0.446, 0.499, 0.155, -1.125, 1.888, -0.699, 0.035, -0.054, -0.735, -0.451, -0.602, -0.784, 0.555, 0.090, 0.385, 0.067, 0.454, 0.392, 0.407, 0.494]}

Entry 2:
{"formula": "C4H18NO3", "method": "ωB97M-V/def2-TZVPD", "homo_energy_ha": -0.5176, "e_above_lowest_kj_mol": 221.0, "homo_lumo_gap_ev": 11.33, "total_charge": 1, "energy_ha": -443.38331, "symbols": ["C", "C", "N", "C", "C", "H", "H", "H", "H", "H", "H", "H", "H", "H", "H", "H", "H", "H", "H", "O", "H", "H", "O", "H", "H", "O"], "positions_angstrom": [[-1.306, -2.198, -1.339], [-0.231, -1.077, -1.559], [-0.875, 0.309, -1.178], [0.139, 1.417, -1.235], [0.964, -1.325, -0.649], [-1.698, -2.035, -0.328], [-0.916, -3.194, -1.301], [-2.132, -2.175, -2.000], [0.039, -0.987, -2.595], [-1.677, 0.551, -1.804], [-1.250, 0.299, -0.237], [-0.334, 2.477, -1.303], [0.680, 1.595, -0.298], [0.921, 1.030, -1.770], [0.991, -1.211, 0.443], [1.895, -0.967, -1.007], [1.031, -2.423, -0.562], [4.649, -1.384, 2.509], [3.742, -0.131, 2.234], [4.073, -1.044, 1.897], [-0.838, 3.478, 2.182], [0.499, 2.667, 2.555], [-0.336, 2.750, 2.092], [-3.497, 0.335, 0.992], [-2.159, 1.074, 1.479], [-2.639, 0.536, 0.730]], "mulliken_charge": [-1.400, 0.375, -0.146, -0.896, -1.356, 0.353, 0.397, 0.406, 0.310, 0.381, 0.369, 0.332, 0.297, 0.421, 0.351, 0.451, 0.379, 0.306, 0.318, -0.617, 0.285, 0.303, -0.570, 0.272, 0.319, -0.643]}

Entry 3:
{"formula": "C11H9NOS", "method": "ωB97M-V/def2-TZVPD", "homo_energy_ha": [-0.2641, -0.3314], "e_above_lowest_kj_mol": 590.2, "homo_lumo_gap_ev": [6.34, 8.47], "energy_ha": -952.51190, "symbols": ["C", "C", "C", "C", "C", "C", "C", "C", "C", "C", "C", "N", "O", "S", "H", "H", "H", "H", "H", "H", "H", "H", "H"], "positions_angstrom": [[-2.517, -1.535, -0.164], [-2.751, -1.330, 1.193], [3.283, -1.479, -0.024], [-1.771, -0.546, -0.771], [1.889, -1.115, -0.325], [-2.165, -0.232, 1.881], [4.072, -0.391, 0.173], [-1.364, 0.631, -0.081], [1.695, 0.176, -0.079], [-0.255, 2.964, -0.916], [-0.702, 1.611, -0.800], [-1.518, 0.763, 1.278], [-0.472, 2.093, -2.028], [3.146, 1.106, 0.238], [-3.035, -2.376, -0.687], [-3.278, -2.067, 1.689], [3.655, -2.459, -0.191], [-1.658, -0.645, -1.872], [1.044, -1.752, -0.491], [-2.218, 0.005, 2.949], [5.039, -0.358, 0.471], [-0.963, 3.829, -0.736], [0.844, 3.109, -0.707]], "mulliken_charge": [-0.398, -0.551, -0.579, -0.328, -0.354, -0.180, -0.499, 0.231, 0.176, 0.012, 0.516, -0.580, -0.501, -0.155, 0.374, 0.438, 0.371, 0.341, 0.406, 0.429, 0.472, 0.248, 0.112]}